[1]
Formula: C18H16N5O8PtSe2
Source: the Open Molecules 2025 dataset
Level of theory: ωB97M-V/def2-TZVPD

Geometry as XYZ:
```
50
Properties=species:S:1:pos:R:3
Pt 0.247 -0.179 -0.800
O 3.178 0.413 6.474
N 3.239 1.107 5.480
O 3.808 2.177 5.447
C 2.542 0.627 4.256
C 1.829 -0.502 4.417
C 1.098 -1.075 3.335
C 0.372 -2.260 3.533
C -0.315 -2.796 2.484
C -0.273 -2.131 1.259
N 0.404 -1.012 1.052
C 1.104 -0.457 2.081
C 1.876 0.769 1.911
N 1.862 1.337 0.701
C 2.553 2.424 0.472
C 3.327 3.034 1.462
C 3.353 2.486 2.717
C 2.611 1.318 2.990
H 1.806 -0.986 5.381
H 0.369 -2.725 4.511
H -0.902 -3.697 2.577
H -0.831 -2.493 0.409
H 2.491 2.826 -0.534
H 3.895 3.928 1.241
H 3.938 2.945 3.493
O -0.520 2.010 -4.222
C -0.710 1.190 -3.339
O 0.249 0.743 -2.584
C -2.125 0.645 -3.088
N -2.114 -0.834 -2.860
C -2.894 -1.472 -3.939
C -2.952 -0.440 -5.060
C -3.070 0.861 -4.270
H -2.500 1.155 -2.200
H -2.587 -1.075 -1.391
H -1.151 -1.151 -2.885
H -3.902 -1.689 -3.574
H -2.431 -2.417 -4.224
H -3.779 -0.610 -5.750
H -2.019 -0.444 -5.630
H -4.092 0.987 -3.905
H -2.777 1.744 -4.831
O -3.937 1.183 0.041
Se -2.679 0.284 0.459
O -2.769 -1.225 -0.379
O -1.281 1.033 -0.109
O -2.511 -0.138 2.002
Se 4.493 -2.286 -1.634
C 2.798 -1.728 -1.517
N 1.680 -1.406 -1.460
```

As for the HOMO-LUMO gap: 0.21495 Ha. Its HOMO energy is -0.1900 Ha. The LUMO energy comes out at 0.68 eV. The charge is -1. Its energy above the lowest of the compared OMol25 structures with the same formula, charge and spin is 0.3 kcal per mole.

[2]
Formula: C4H13N2
Source: the Open Molecules 2025 dataset
Level of theory: ωB97M-V/def2-TZVPD

Geometry as XYZ:
```
19
Properties=species:S:1:pos:R:3
C -0.397 2.345 -0.398
N 0.266 1.042 -0.733
C 0.016 -0.059 0.278
C -1.434 -0.489 0.239
C 1.035 -1.193 -0.009
N 0.872 -2.261 0.947
H -1.366 2.141 0.036
H -0.605 2.891 -1.317
H 0.236 2.892 0.281
H -0.055 0.696 -1.644
H 1.273 1.194 -0.791
H 0.286 0.363 1.248
H -1.525 -1.572 0.254
H -2.028 -0.138 -0.605
H -1.943 -0.155 1.138
H 0.888 -1.526 -1.051
H 2.028 -0.717 0.002
H 0.833 -3.164 0.499
H 1.619 -2.290 1.626
```

Its SMILES is C[NH2+][C@@H](C)CN. As for the HOMO-LUMO gap: 0.37867 Ha. Its HOMO energy is -0.4981 Ha. The LUMO energy comes out at -3.25 eV. The charge is +1. Its energy above the lowest of the compared OMol25 structures with the same formula, charge and spin is 22.7 kcal per mole.

[3]
Formula: C14H10Cl4
Source: the Open Molecules 2025 dataset
Level of theory: ωB97M-V/def2-TZVPD

Geometry as XYZ:
```
28
Properties=species:S:1:pos:R:3
Cl 0.229 -5.398 1.589
C 0.367 -3.776 1.001
C -0.127 -3.387 -0.241
C 0.100 -2.087 -0.760
C 0.766 -1.137 0.012
C 0.959 0.341 -0.427
C -0.093 1.314 -0.003
C -1.459 0.955 -0.001
C -2.489 1.902 0.257
C -2.157 3.203 0.443
C -0.810 3.605 0.514
C 0.222 2.667 0.303
Cl 1.837 3.321 0.336
C 1.263 0.552 -1.971
Cl 2.533 -0.606 -2.507
Cl -0.110 0.320 -3.042
C 1.206 -1.518 1.300
C 1.032 -2.815 1.783
H -0.658 -4.131 -0.827
H -0.322 -1.845 -1.739
H 1.869 0.650 0.073
H -1.744 -0.074 -0.220
H -3.564 1.632 0.192
H -2.970 3.955 0.591
H -0.576 4.634 0.795
H 1.632 1.572 -2.111
H 1.633 -0.758 1.927
H 1.433 -3.089 2.730
```

Its SMILES is Clc1ccc([C@H](c2ccccc2Cl)C(Cl)Cl)cc1. As for the HOMO-LUMO gap: 0.35876 Ha. Its HOMO energy is -0.3358 Ha. The LUMO energy comes out at 0.62 eV. Its energy above the lowest of the compared OMol25 structures with the same formula, charge and spin is 5.1 kcal per mole.

[4]
Formula: C4H10OS
Source: the Open Molecules 2025 dataset
Level of theory: ωB97M-V/def2-TZVPD

Geometry as XYZ:
```
16
Properties=species:S:1:pos:R:3
C 0.049 -1.267 1.160
C 1.108 -0.721 0.573
C 1.136 0.718 0.115
C 0.835 0.815 -1.437
O 0.105 1.345 0.781
H -0.006 -2.275 1.720
H -0.834 -0.743 1.274
H 2.028 -1.373 0.549
H 2.221 1.056 0.251
H 0.668 -0.150 -1.830
H 1.674 1.195 -1.996
H 0.039 1.490 -1.569
H 0.069 2.286 0.904
S -2.762 -0.215 -0.269
H -2.324 -1.508 -0.075
H -4.006 -0.655 -0.151
```

Its SMILES is C=C[C@@H](C)O.S. As for the HOMO-LUMO gap: 0.37713 Ha. Its HOMO energy is -0.3489 Ha. The LUMO energy comes out at 0.77 eV. Its energy above the lowest of the compared OMol25 structures with the same formula, charge and spin is 43.9 kcal per mole.

[5]
Formula: C4H8Se
Source: the Open Molecules 2025 dataset
Level of theory: ωB97M-V/def2-TZVPD

Geometry as XYZ:
```
13
Properties=species:S:1:pos:R:3
C -1.398 1.410 -0.521
C -0.335 0.815 -0.063
C -0.799 -2.066 0.205
C 0.974 1.041 0.548
Se 2.507 -0.030 -0.208
H -1.335 2.538 -0.612
H -2.167 0.741 -0.689
H 0.302 -1.906 0.164
H -1.194 -2.391 -0.678
H -1.152 -2.433 1.105
H 1.053 0.549 1.588
H 1.423 2.019 0.626
H 2.120 -0.287 -1.465
```

As for the HOMO-LUMO gap: 0.24615 Ha. Its HOMO energy is -0.2788 Ha. The LUMO energy comes out at -0.89 eV. Its energy above the lowest of the compared OMol25 structures with the same formula, charge and spin is 139.9 kcal per mole.

[6]
Formula: C4H8BF2O5PS2
Source: the Open Molecules 2025 dataset
Level of theory: ωB97M-V/def2-TZVPD

Geometry as XYZ:
```
23
Properties=species:S:1:pos:R:3
C -0.992 -1.627 0.120
O -0.686 -0.269 0.495
C -0.534 0.010 1.790
S 1.333 0.200 2.127
P 2.058 -1.756 2.765
S 3.148 -1.562 4.334
H -0.192 -1.982 -0.512
H -1.871 -1.587 -0.498
H -1.139 -2.305 0.952
H -0.941 -0.720 2.479
H -0.913 1.003 1.981
H 1.857 0.484 0.911
H 2.667 -2.368 1.659
H 0.868 -2.460 3.010
B -1.027 2.753 -2.352
O 0.424 2.409 -2.205
C 0.571 1.115 -2.336
O 1.607 0.505 -2.237
C -0.804 0.491 -2.587
O -1.011 -0.690 -2.712
O -1.705 1.438 -2.587
F -1.221 3.596 -3.419
F -1.497 3.323 -1.178
```

As for the HOMO-LUMO gap: 0.26534 Ha. Its HOMO energy is -0.3407 Ha. The LUMO energy comes out at -2.05 eV.

[7]
Formula: C28H22Cl5N4O5SV
Source: the Open Molecules 2025 dataset
Level of theory: ωB97M-V/def2-TZVPD

Geometry as XYZ:
```
66
Properties=species:S:1:pos:R:3
V 0.658 -1.860 -0.601
O 0.325 -3.664 -4.205
C 0.675 -3.032 -3.204
N 0.038 -3.094 -1.944
C -1.372 -3.376 -2.077
C -1.991 -3.026 -0.739
C -3.365 -3.146 -0.569
C -3.889 -2.639 0.606
C -3.085 -2.061 1.608
C -1.717 -2.180 1.409
N -1.187 -2.507 0.222
C 1.810 -2.172 -3.148
C 2.572 -1.934 -4.268
C 3.771 -1.263 -4.171
C 4.249 -0.902 -2.846
C 3.395 -1.160 -1.784
N 2.198 -1.712 -1.934
H -1.520 -4.464 -2.273
H -1.892 -2.814 -2.885
H -3.989 -3.717 -1.249
H -4.994 -2.669 0.768
H -3.433 -1.648 2.523
H -1.037 -1.908 2.220
H 2.196 -2.355 -5.171
H 4.283 -1.054 -5.137
H 5.260 -0.578 -2.588
H 3.592 -0.927 -0.749
Cl 1.720 -0.072 1.247
C 2.030 -1.721 1.708
C 1.542 -2.696 0.865
C 1.906 -4.048 1.005
Cl 1.375 -5.124 -0.233
C 2.508 -4.474 2.182
Cl 2.786 -6.169 2.404
C 2.968 -3.515 3.092
Cl 3.520 -4.032 4.605
C 2.766 -2.132 2.812
Cl 3.235 -0.912 4.000
C -2.410 3.189 4.529
C -1.878 3.731 3.294
C -0.540 3.600 3.004
C 0.047 4.289 1.957
C -0.747 4.906 1.049
C -2.134 4.917 1.203
C -2.652 4.348 2.316
S 0.124 5.430 -0.335
O -0.476 6.637 -0.876
O 1.549 5.312 -0.103
N -0.275 4.292 -1.477
C 0.179 2.900 -1.603
C -1.099 1.998 -1.784
C -0.752 0.532 -2.244
O -0.919 0.166 -3.410
O -0.190 -0.120 -1.281
H -1.806 3.500 5.423
H -2.419 2.051 4.484
H -3.443 3.564 4.659
H 0.129 3.060 3.694
H 1.119 4.351 1.950
H -2.717 5.452 0.432
H -3.721 4.348 2.382
H -1.123 4.448 -2.015
H 0.853 2.541 -0.798
H 0.820 2.835 -2.532
H -1.755 2.532 -2.564
H -1.671 1.944 -0.859
```

The spin multiplicity is 2. As for the HOMO-LUMO gap (spin up / spin down): 0.20319 / 0.22225 Ha. Its HOMO energy (spin up / spin down) is -0.4068 / -0.4068 Ha. The LUMO energy (spin up / spin down) comes out at -5.54 / -5.02 eV. The charge is +1. As for the expectation value of S²: 0.78. Its energy above the lowest of the compared OMol25 structures with the same formula, charge and spin is 47.5 kcal per mole.

[8]
Formula: C15H33O8P2Sn
Source: the Open Molecules 2025 dataset
Level of theory: ωB97M-V/def2-TZVPD

Geometry as XYZ:
```
59
Properties=species:S:1:pos:R:3
Sn -2.271 0.996 -2.328
C 4.634 -0.579 -1.988
C 3.160 -0.930 -1.955
C 2.704 -1.603 -3.237
O 2.461 0.335 -1.729
P 0.947 0.481 -1.342
O -0.027 -0.119 -2.291
C 0.709 -0.291 0.286
P -0.935 0.153 0.931
O -1.880 0.526 -0.159
O -1.435 -1.066 1.781
C -1.905 -2.302 1.163
C -3.367 -2.475 1.524
C -1.038 -3.443 1.659
O -0.758 1.331 1.929
C -0.456 1.209 3.361
C 0.394 2.407 3.728
C -1.755 1.160 4.141
O 0.691 2.017 -1.198
C 1.590 3.126 -0.869
C 2.428 3.488 -2.080
C 2.422 2.835 0.366
H 5.230 -1.484 -2.092
H 4.935 -0.062 -1.077
H 4.835 0.070 -2.842
H 2.952 -1.585 -1.102
H 2.992 -1.003 -4.101
H 1.624 -1.738 -3.253
H 3.185 -2.578 -3.313
H 1.484 -0.024 1.005
H 0.729 -1.370 0.118
H -1.815 -2.199 0.076
H -3.485 -2.517 2.607
H -3.737 -3.406 1.097
H -3.960 -1.648 1.133
H -1.096 -3.514 2.745
H 0.007 -3.311 1.375
H -1.392 -4.380 1.231
H 0.106 0.283 3.512
H -0.167 3.325 3.555
H 1.310 2.440 3.137
H 0.663 2.353 4.782
H -2.324 2.076 3.978
H -1.537 1.068 5.204
H -2.362 0.311 3.831
H 0.893 3.934 -0.653
H 3.128 2.688 -2.317
H 2.991 4.397 -1.871
H 1.792 3.671 -2.946
H 3.126 2.025 0.177
H 1.782 2.576 1.212
H 2.988 3.727 0.630
C -4.431 -2.493 -2.624
O -5.006 -1.209 -2.350
C -4.191 -0.179 -2.325
O -4.661 0.951 -2.157
H -5.087 -3.232 -2.177
H -3.429 -2.562 -2.199
H -4.385 -2.656 -3.700
```

As for the HOMO-LUMO gap: 0.33602 Ha. Its HOMO energy is -0.4250 Ha. The LUMO energy comes out at -2.42 eV. The charge is +1. Its energy above the lowest of the compared OMol25 structures with the same formula, charge and spin is 2.1 kcal per mole.

Short version: F_max = 0.5; 0.9; 2.1; 2.7; 5.1; 1.9; 5.0; 0.5 eV/A, in the order given.
Short version: electronic energy = -176694.397; -7332.505; -64770.372; -17190.922; -69617.167; -51588.360; -144719.418; -56879.406 eV, in the order given.